{"formula": "C4H5N3", "method": "ωB97M-V with the def2-TZVPD basis set", "gap_ha": 0.3765, "total_energy_ev": -8694.8044, "smiles": "C=N[C@@]12C=NN1C2", "homo_ev": -9.37, "relative_energy_kcal_mol": 115.5, "symbols": ["H", "C", "H", "C", "C", "H", "N", "C", "N", "H", "N", "H"], "coordinates": [[0.005341, -1.508351, -1.843272], [-1.466348, -0.363942, 0.010711], [1.860842, 1.340593, 2.224948], [1.036713, 0.738339, 1.846723], [0.366532, -0.532419, -1.533725], [1.370090, -0.271677, -1.842378], [0.899095, 0.610568, 0.608520], [-0.025245, -0.000474, -0.166689], [-0.537802, 0.573088, -1.509197], [-2.063069, -0.819523, 0.782191], [-1.844648, -0.011052, -1.162493], [0.398500, 0.244850, 2.584661]], "atomic_forces_ev_per_a": [[-0.1, 0.1, 0.0], [0.1, 0.2, -0.3], [0.0, -0.1, 0.0], [-0.4, -0.5, 0.2], [0.2, -0.6, 0.0], [0.0, 0.1, 0.0], [1.3, 1.3, -0.6], [-0.9, -0.7, -0.3], [0.3, 0.7, 0.5], [-0.2, -0.1, 0.1], [-0.2, -0.4, 0.3], [-0.2, 0.0, 0.1]]}



{"formula": "C4H5N3", "method": "ωB97M-V with the def2-TZVPD basis set", "gap_ha": 0.3817, "total_energy_ev": -8694.7495, "homo_ev": -10.72, "relative_energy_kcal_mol": 116.8, "symbols": ["H", "H", "N", "N", "C", "N", "H", "C", "H", "C", "C", "H"], "coordinates": [[0.059015, 1.727435, -0.720619], [1.927350, -1.830198, -0.504428], [-0.012562, -1.634375, -0.524801], [0.015802, 0.855002, -0.216577], [1.437483, -0.900748, -0.644978], [-2.600237, 2.564583, 1.174827], [-0.935805, -0.243707, 1.207063], [-0.781968, -2.196156, 0.186609], [1.896213, -0.161297, 0.062734], [-1.821020, 1.734846, 0.979973], [-0.856826, 0.713975, 0.677862], [1.549160, -0.456945, -1.640644]], "atomic_forces_ev_per_a": [[-0.5, 0.6, 0.2], [1.4, -0.7, -0.5], [1.3, 0.8, 1.7], [-0.8, 0.8, 0.2], [-0.4, -1.6, -0.2], [0.6, -0.6, -0.1], [0.0, 0.5, 0.0], [1.2, 0.6, -1.5], [-1.4, -1.1, -0.1], [-1.0, 0.9, 0.4], [0.0, 0.3, -0.2], [-0.3, -0.6, 0.3]]}



{"formula": "C4H5N3O", "method": "ωB97M-V with the def2-TZVPD basis set", "gap_ha": 0.3777, "total_energy_ev": -10740.6282, "smiles": "C1=N\\N=C/CO\\N=C/1", "homo_ev": -9.93, "relative_energy_kcal_mol": 161.1, "symbols": ["C", "O", "H", "H", "N", "N", "C", "C", "N", "H", "C", "H", "H"], "coordinates": [[0.078151, 1.647120, -0.147211], [0.677762, -0.118705, -1.273252], [0.793950, -2.305030, -0.668063], [-1.853298, 1.559932, -1.163079], [-1.847729, 0.017526, 0.090839], [1.125608, 0.971696, -0.249048], [0.973175, -1.230495, -0.255772], [-0.021192, -1.079024, 0.931538], [-1.146814, -0.444945, 1.242404], [0.065024, 2.551580, 0.408140], [-1.313889, 1.057895, -0.452272], [2.076088, -1.146600, -0.256406], [0.393163, -1.480950, 1.792181]], "atomic_forces_ev_per_a": [[-2.4, -0.9, 1.0], [1.8, -1.2, 3.7], [0.0, 1.9, 0.1], [-1.4, 0.9, -2.0], [1.1, 2.3, 0.7], [-0.4, -0.3, -3.3], [-2.4, -0.7, -3.1], [-0.6, 1.9, 0.7], [2.5, -2.5, -3.2], [0.4, 0.8, 0.6], [1.3, -1.3, 1.3], [-0.7, -0.1, 1.7], [0.8, -0.9, 1.8]]}



{"formula": "C4H5N3O", "method": "ωB97M-V with the def2-TZVPD basis set", "gap_ha": 0.3519, "total_energy_ev": -10742.4031, "homo_ev": -8.99, "relative_energy_kcal_mol": 120.2, "symbols": ["C", "H", "H", "H", "N", "H", "N", "C", "C", "O", "C", "H", "N"], "coordinates": [[0.078669, 0.584343, -0.143721], [-3.401927, 0.134528, -0.038923], [-1.639084, 0.141200, -1.519315], [-2.549731, 1.699562, 0.534177], [1.286425, 1.183777, -0.180601], [1.539896, 2.126888, -0.103752], [1.664542, -0.947060, 0.263110], [0.356938, -0.749117, 0.054184], [-2.446025, 0.521409, 0.468411], [-0.948522, -1.288094, -0.198660], [-1.311455, 0.155340, -0.489591], [-2.418871, 0.146815, 1.565417], [2.190336, 0.189557, 0.176916]], "atomic_forces_ev_per_a": [[0.3, -1.7, -0.3], [1.2, 0.6, 1.1], [0.2, 0.5, -0.3], [0.2, -2.3, -0.2], [-0.8, -2.9, 0.6], [0.6, 1.2, 0.1], [-0.9, -1.8, 0.0], [-2.1, 1.8, -0.3], [-1.8, 1.7, 0.2], [1.8, 0.7, 0.2], [-1.4, -0.9, 1.4], [0.5, 0.4, -2.1], [2.3, 2.8, -0.3]]}



{"formula": "C4H5N3O", "method": "ωB97M-V with the def2-TZVPD basis set", "gap_ha": 0.3338, "total_energy_ev": -10742.2497, "homo_ev": -9.48, "relative_energy_kcal_mol": 123.7, "symbols": ["N", "C", "O", "H", "H", "N", "C", "H", "C", "H", "H", "C", "N"], "coordinates": [[-0.935207, 0.271142, 0.079912], [-2.388521, -0.126128, -0.032889], [3.467737, -0.619420, -0.151036], [-0.824342, 1.229696, -0.287412], [2.045220, -2.070173, 0.160639], [1.764099, 2.476444, -0.002187], [1.417568, 1.333000, 0.159598], [-2.864291, 0.728512, -0.839365], [2.347156, -0.989264, 0.088025], [-2.891218, -0.285134, 1.131345], [-2.366046, -1.356140, -0.739217], [1.197996, -0.045322, 0.308570], [0.029850, -0.547217, 0.124019]], "atomic_forces_ev_per_a": [[-4.3, 1.6, -1.0], [0.0, -2.2, -1.6], [-0.4, -0.3, 0.1], [0.6, -0.5, 0.7], [0.2, 0.6, -0.1], [-2.0, -5.4, 0.8], [2.7, 6.6, -0.5], [0.9, -2.6, 2.9], [-0.1, 0.1, 0.4], [1.2, 0.7, -3.8], [-0.4, 4.0, 2.5], [1.6, -1.4, -1.4], [0.0, -1.2, 1.2]]}



{"formula": "C4H5N3O", "method": "ωB97M-V with the def2-TZVPD basis set", "gap_ha": 0.2876, "total_energy_ev": -10739.8548, "homo_ev": -9.40, "relative_energy_kcal_mol": 178.9, "symbols": ["N", "O", "H", "C", "H", "C", "C", "H", "N", "C", "H", "H", "N"], "coordinates": [[-0.189617, -0.771608, 0.050344], [-0.772392, 1.228131, 2.820860], [0.798379, 1.237720, 0.263849], [0.747345, 0.018085, -2.149494], [1.586907, 0.784752, -2.383114], [-0.753045, 0.377143, 1.746627], [0.062009, -0.795574, -1.366499], [0.742863, 1.437010, 3.151255], [-1.252468, -1.382502, 0.563138], [0.135861, 0.428088, 0.737925], [-0.297308, -1.683703, -1.768946], [0.766464, -0.243226, -3.277421], [-1.574999, -0.634316, 1.611476]], "atomic_forces_ev_per_a": [[1.8, 3.5, -1.7], [4.6, 0.4, 0.9], [-1.0, -1.7, 1.2], [2.4, 0.7, -4.3], [-1.8, -0.4, 2.6], [1.5, 2.1, 1.2], [0.8, 0.1, 1.4], [-5.5, -0.7, -1.1], [-0.1, 2.0, 1.3], [0.7, -1.0, -2.6], [-1.1, -1.2, -0.9], [-0.9, -0.7, 1.8], [-1.4, -3.0, 0.2]]}



{"formula": "C4H5N3O", "method": "ωB97M-V with the def2-TZVPD basis set", "gap_ha": 0.3604, "total_energy_ev": -10742.3646, "smiles": "[H]/N=C(/N)[C@@H]1O[C@H]1C#N", "homo_ev": -9.59, "relative_energy_kcal_mol": 121.1, "symbols": ["H", "C", "N", "O", "H", "C", "N", "H", "N", "C", "H", "C", "H"], "coordinates": [[-0.732629, 1.613710, -0.527654], [-0.252400, -1.188561, -0.361043], [0.831092, 3.788537, 1.030585], [-0.853893, 0.554499, 1.315838], [0.265219, -2.951406, -1.459528], [-0.097699, 1.334893, 0.274738], [-1.596246, -1.316802, -0.477713], [1.111280, -0.152794, 1.160045], [0.637229, -1.950747, -1.159881], [0.573435, 2.553398, 0.817587], [-1.866863, -0.574342, 0.168963], [0.190483, -0.092455, 0.524684], [1.790992, -1.617929, -1.306622]], "atomic_forces_ev_per_a": [[-0.4, 0.0, -0.9], [-3.6, -1.3, -2.5], [-1.9, -10.7, -1.6], [1.7, 0.4, -1.9], [1.4, 3.2, 0.7], [-0.9, 0.2, 2.1], [4.7, 0.2, 0.4], [-0.7, -0.7, -0.8], [2.3, -0.2, 0.2], [1.7, 9.5, 1.0], [-1.0, -0.4, 0.0], [1.9, 1.6, 2.2], [-5.0, -1.7, 0.8]]}



{"formula": "C4H5N3O", "method": "ωB97M-V with the def2-TZVPD basis set", "gap_ha": 0.3319, "total_energy_ev": -10741.4173, "smiles": "[H]/N=C(\\C#N)N(O)C=C", "homo_ev": -8.95, "relative_energy_kcal_mol": 142.9, "symbols": ["O", "H", "N", "C", "N", "H", "C", "H", "C", "N", "H", "C", "H"], "coordinates": [[-0.716190, 1.854432, 0.012067], [-0.409624, 2.442311, 0.770839], [-3.409849, -0.143941, -0.420074], [1.933984, -0.479607, -0.407140], [-0.124585, 0.639812, -0.082795], [1.408679, 1.628095, -0.053254], [1.196226, 0.551421, -0.157744], [1.392975, -1.393610, -0.273375], [-2.257128, -0.076422, -0.034156], [-0.340157, -1.605308, 0.172170], [-0.906073, -2.462134, 0.537994], [-0.871500, -0.476377, 0.064799], [3.103245, -0.478666, -0.129328]], "atomic_forces_ev_per_a": [[-0.7, 2.0, 0.0], [-0.1, -1.8, -0.8], [6.4, 0.8, 2.4], [4.6, -1.9, 1.8], [-1.1, -1.5, 0.4], [1.8, -0.6, -0.1], [1.3, 4.8, -0.2], [0.8, -0.5, -0.7], [-7.9, -1.9, -2.3], [-1.6, -3.5, 1.6], [0.7, 2.5, -1.4], [-1.3, 1.2, 0.6], [-2.8, 0.3, -1.3]]}



{"formula": "C4H5N3O", "method": "ωB97M-V with the def2-TZVPD basis set", "gap_ha": 0.3501, "total_energy_ev": -10741.8040, "smiles": "C=Nn1[nH]ccc1=O", "homo_ev": -8.93, "relative_energy_kcal_mol": 134.0, "symbols": ["H", "C", "C", "H", "N", "C", "H", "C", "N", "O", "H", "N", "H"], "coordinates": [[0.032362, -1.949468, 0.717753], [-2.439099, 0.009657, -0.308499], [1.574733, -0.880247, -0.094519], [2.471363, -1.632663, -0.012141], [-0.212867, 0.245378, 0.612764], [1.840354, 0.456856, -0.099475], [2.820774, 0.716725, -0.261778], [0.697370, 1.279486, 0.040687], [-1.519888, 0.652648, 0.348986], [0.544436, 2.450058, -0.019035], [-2.641789, -1.110658, -0.861349], [0.280581, -1.063475, 0.092064], [-3.448327, 0.825698, -0.155456]], "atomic_forces_ev_per_a": [[0.3, 2.8, -1.5], [-2.6, 1.7, 1.1], [3.7, 1.2, 0.6], [-2.5, 1.0, -0.4], [-2.0, -0.2, -1.6], [1.0, -1.9, -1.1], [1.9, 1.3, -0.4], [1.1, -2.2, 1.9], [-0.6, -2.2, -1.1], [-0.9, 1.1, -0.3], [1.2, 3.2, 1.8], [-3.3, -2.8, 2.3], [2.6, -3.1, -1.1]]}



{"formula": "C4H5N3O", "method": "ωB97M-V with the def2-TZVPD basis set", "gap_ha": 0.3087, "total_energy_ev": -10741.6166, "smiles": "[H]/N=c1/ccncn1O", "homo_ev": -8.35, "relative_energy_kcal_mol": 138.3, "symbols": ["H", "C", "H", "H", "O", "H", "C", "H", "N", "N", "C", "N", "C"], "coordinates": [[2.350858, -0.551070, -1.832481], [1.359193, -0.181388, -1.348286], [1.727052, -1.908426, 0.049423], [-0.429249, 2.389944, -0.534750], [-1.555599, 0.862104, 1.120150], [-1.251509, 0.827050, 2.194932], [-0.176370, -0.672889, 0.382493], [-1.974629, -1.191509, 1.435829], [-0.958506, -1.432746, 1.139299], [0.718019, 1.026803, -1.715201], [0.961304, -1.013183, -0.341714], [-0.666302, 0.475166, 0.165924], [-0.104262, 1.370145, -0.715620]], "atomic_forces_ev_per_a": [[-2.1, 1.4, 0.2], [1.4, -1.5, -0.3], [-2.6, 2.4, -1.3], [-0.2, 0.0, -0.6], [-1.0, 2.7, 2.6], [0.0, -0.4, -4.4], [-3.8, -7.4, 3.4], [3.0, 0.3, -1.1], [1.0, -2.0, 0.3], [-0.2, -0.3, 3.3], [4.4, -2.0, 0.0], [0.1, 7.0, -0.6], [0.0, 0.0, -1.4]]}



{"formula": "C4H5N3O", "method": "ωB97M-V with the def2-TZVPD basis set", "gap_ha": [0.2829, 0.2922], "total_energy_ev": -10741.3772, "homo_ev": [-7.48, -7.63], "relative_energy_kcal_mol": 143.8, "symbols": ["N", "H", "H", "N", "C", "C", "C", "H", "C", "H", "O", "N", "H"], "coordinates": [[0.469790, 1.286402, -0.462216], [0.816751, 2.199013, -0.420247], [3.344565, -1.678628, 1.980210], [2.565166, -1.059875, 1.601790], [0.803229, 0.138248, 0.125556], [-1.352754, -0.021531, -0.525227], [-0.300588, -0.680770, 0.175636], [-1.260004, 1.906029, -1.483571], [-0.863283, 1.201539, -0.895695], [-0.759536, -2.507307, 0.064603], [-0.212339, -1.955357, 0.558840], [2.749092, -0.031262, 1.050596], [-2.382909, -0.251881, -0.757128]], "atomic_forces_ev_per_a": [[-2.7, 0.3, -1.5], [1.4, 0.9, 0.3], [-0.1, 1.5, -0.2], [0.2, -1.1, 0.2], [1.9, 0.3, 1.7], [0.0, 0.9, -0.1], [0.6, 0.5, -1.2], [-1.5, 2.7, -1.8], [2.4, -2.7, 2.3], [-1.5, -1.2, -1.3], [1.2, -0.4, 2.2], [-2.1, -1.0, -0.7], [0.2, -0.7, 0.2]]}



{"formula": "C4H5N3O2", "method": "ωB97M-V with the def2-TZVPD basis set", "gap_ha": 0.3717, "total_energy_ev": -12791.0276, "smiles": "N#C[C@@]1(C(N)=O)CON1", "homo_ev": -9.91, "relative_energy_kcal_mol": 111.8, "symbols": ["H", "O", "C", "H", "H", "C", "N", "C", "O", "N", "H", "N", "H", "C"], "coordinates": [[1.280963, -1.013860, 1.481395], [-0.353944, -2.039189, -1.003725], [-1.813326, 0.267179, 0.220454], [1.301936, -2.640185, 0.841614], [-0.525681, 1.733914, -1.792401], [0.048317, -1.343355, -0.104762], [0.475196, 0.977143, 0.866557], [-0.412362, 0.103496, 0.048572], [0.868013, 1.869921, -0.196930], [-2.925784, 0.463017, 0.409449], [0.932049, 0.625716, -1.910086], [0.911060, -1.711720, 0.855348], [-0.034258, 1.532346, 1.558968], [0.247820, 1.175572, -1.274451]], "atomic_forces_ev_per_a": [[0.0, 0.0, -0.1], [-0.2, -0.1, -0.2], [-0.4, 0.0, 0.2], [-0.1, 0.1, -0.1], [0.0, 0.1, 0.0], [0.0, 0.2, 0.3], [-0.1, -0.2, 0.1], [2.2, 2.1, -3.0], [0.1, 0.3, 0.2], [-0.4, 0.1, 0.0], [0.1, 0.0, -0.1], [0.3, -0.2, 0.3], [0.0, 0.0, -0.4], [-1.5, -2.4, 2.9]]}